Record 1
Formula: C38H30BrNO8PTl
Source: the OMol25 dataset
Level of theory: ωB97M-V/def2-TZVPD

Element x y z (Å)
Tl -1.50823 0.90971 -1.32897
O 1.30171 2.42626 2.87534
C 0.51340 1.90808 1.90214
O 0.90031 0.99760 1.20669
C -0.94043 2.28207 2.10042
O -1.74207 1.18942 1.68598
C -3.13784 1.44687 1.85146
C -3.83868 2.36393 0.81496
O -4.84860 2.94124 1.25151
O -3.37586 2.37721 -0.35612
H 2.20135 2.18318 2.62866
H -1.18404 3.20225 1.57096
H -1.07648 2.46281 3.17335
H -3.31178 1.85056 2.85293
H -3.62626 0.47526 1.76720
O -0.03546 -1.58551 -0.73399
P 1.24763 -1.92765 -0.08653
C 2.64962 -0.95641 -0.70567
C 2.39426 -0.22356 -1.86250
C 3.40310 0.52383 -2.45300
C 4.67360 0.53922 -1.89617
C 4.92430 -0.16847 -0.72661
C 3.91551 -0.90848 -0.12851
C 1.71500 -3.66926 -0.39067
C 0.93650 -4.64657 0.23245
C 1.22749 -5.98983 0.06231
C 2.29924 -6.37294 -0.73689
C 3.06378 -5.40812 -1.37502
C 2.77276 -4.05977 -1.20314
C 1.27555 -1.85594 1.72447
C 0.24743 -1.18467 2.37671
C 0.27177 -1.06535 3.75970
C 1.30574 -1.63020 4.49138
C 2.31524 -2.33545 3.84461
C 2.29872 -2.45179 2.46349
H 1.38742 -0.22443 -2.26594
H 3.19392 1.09737 -3.34786
H 5.46794 1.10571 -2.36645
H 5.91034 -0.14190 -0.27808
H 4.11532 -1.42911 0.79896
H 0.09762 -4.33744 0.84761
H 0.62607 -6.74274 0.55766
H 2.53343 -7.42304 -0.86410
H 3.89572 -5.70803 -2.00165
H 3.37436 -3.30560 -1.69778
H -0.55250 -0.74214 1.79316
H -0.51778 -0.51929 4.26184
H 1.32282 -1.53285 5.57064
H 3.11290 -2.79467 4.41662
H 3.06655 -3.02662 1.95778
Br 4.96453 5.84787 -2.81782
C 3.43757 6.37531 -1.79605
C 3.07256 7.70951 -1.78710
N 2.01774 8.14317 -1.09949
C 1.32650 7.24829 -0.38652
C 1.64026 5.89604 -0.32480
C 2.72162 5.44630 -1.06693
C 0.89707 4.92803 0.62290
O 0.16105 5.46696 1.46424
O 1.17453 3.71822 0.44168
H 3.63791 8.44849 -2.34451
H 0.47720 7.62112 0.17247
H 2.96003 4.38995 -1.04292
C -6.54181 -1.42591 -3.47627
C -5.52839 -0.48094 -3.74993
C -4.46561 -0.35088 -2.89801
C -4.32481 -1.15366 -1.73342
C -3.16954 -1.02342 -0.88965
C -3.13678 -1.87503 0.19569
C -4.16500 -2.79678 0.49735
C -5.26012 -2.91346 -0.31460
C -5.36350 -2.09914 -1.46521
C -6.46283 -2.20441 -2.35605
H -7.38084 -1.52837 -4.15604
H -5.60343 0.14259 -4.63382
H -3.70212 0.39063 -3.09680
H -2.26789 -1.86058 0.85486
H -4.08410 -3.42044 1.38509
H -6.04488 -3.63391 -0.10190
H -7.24931 -2.92033 -2.13179

Values from the calculation:
Net charge: -2
E_LUMO: 3.67 eV
2S+1: 1
Kohn-Sham gap: 5.4 eV

***

Record 2
Formula: C5H13N
Source: the OMol25 dataset
Level of theory: ωB97M-V/def2-TZVPD

Element x y z (Å)
C 2.66735 -1.26499 -2.11230
C 1.51555 -1.34972 -2.78757
N 0.26087 -1.20478 -2.22258
H 2.63765 -0.79760 -1.13342
H 3.62055 -1.44500 -2.57543
H 1.48374 -1.82305 -3.76257
H 0.13024 -0.65136 -1.40729
H -0.57397 -1.41956 -2.73404
C -1.69062 1.17139 2.79795
C -0.83202 0.33085 1.85790
C -0.54919 1.01289 0.51416
H -2.17136 0.48232 3.50106
H -2.53197 1.67217 2.32621
H -1.10173 1.93981 3.28083
H -1.27471 -0.65528 1.75803
H 0.16450 0.36550 2.31138
H -0.31047 0.25171 -0.21403
H -1.42359 1.42805 -0.03666
H -0.02083 1.95666 0.63837

Values from the calculation:
E_LUMO: 1.06 eV
2S+1: 1
Kohn-Sham gap: 9.1 eV

***

Record 3
Formula: C6H6N3O
Source: the OMol25 dataset
Level of theory: ωB97M-V/def2-TZVPD

Element x y z (Å)
C -1.46309 1.28425 1.52758
C -0.35264 1.72763 2.10910
C -1.09602 0.28718 0.54903
C 0.42771 0.17638 0.69182
C 1.06205 -0.71683 -0.33995
C 0.20567 -1.50957 -2.50187
N -1.65042 -0.33922 -0.37066
N 0.77678 1.04363 1.56958
N 0.10083 -1.32817 -1.05017
O 2.25567 -0.87179 -0.42953
H -2.39872 1.55446 1.68975
H -0.27076 2.38329 3.05584
H -0.66268 -0.98299 -2.94516
H 0.21827 -2.58866 -2.80997
H 1.18278 -1.17565 -2.73011
H 1.66456 1.05606 1.98471

Values from the calculation:
Net charge: +1
E_LUMO (spin up / spin down): -6.96 / -7.15 eV
2S+1: 1
Kohn-Sham gap (spin up / spin down): 7.7 / 7.2 eV